Entry from OMol25: a molecular structure, C17H16F2N2O12P2Re (ωB97M-V/def2-TZVPD).

Calculated values
Total energy   -71589.4340 eV
Energy relative to the best compared isomer or geometry (same formula, charge and spin)   0.0 kcal/mol
HOMO-LUMO gap (alpha / beta)   8.15 / 6.96 eV
Spin multiplicity   2

Each line ends with the natural charge from an NBO analysis.
Element x y z (Å)
Re 0.257 -0.618 -0.066  1.4862
O 5.764 0.883 2.488  -0.6329
C 4.559 0.616 1.957  0.3615
C 3.365 1.047 2.530  -0.2788
C 2.185 0.729 1.896  0.1228
N 2.148 0.020 0.769  -0.4198
C 3.288 -0.422 0.245  0.1258
C 4.518 -0.141 0.788  -0.2458
C 3.041 -1.270 -0.966  0.7587
O 3.924 -1.708 -1.654  -0.5570
O 1.754 -1.451 -1.149  -0.6716
C 0.822 1.076 2.398  0.7572
O 0.617 1.497 3.520  -0.6259
O -0.086 0.823 1.511  -0.7454
H 5.671 1.391 3.303  0.4911
H 3.324 1.609 3.455  0.2501
H 5.414 -0.519 0.317  0.2651
C -2.599 -3.413 1.212  -0.6534
C -2.380 -2.200 2.120  -0.5094
O -3.188 -2.291 3.292  -0.7293
P -0.672 -2.192 2.701  2.4230
O -0.343 -3.595 3.339  -0.9644
O -0.505 -1.233 3.933  -0.9909
O 0.288 -1.961 1.572  -1.0688
P -2.821 -0.649 1.213  2.3993
O -2.612 0.513 2.283  -1.0163
O -4.224 -0.788 0.809  -1.0924
O -1.737 -0.430 0.127  -1.0403
H -2.538 -4.321 1.812  0.2190
H -1.869 -3.469 0.409  0.2532
H -3.592 -3.335 0.771  0.2474
H -4.090 -2.051 3.034  0.4984
H -0.853 -3.784 4.139  0.5254
H -0.625 -0.274 3.825  0.5485
H -1.753 0.953 2.121  0.5267
F -0.211 -3.360 -1.040  -0.3757
C -0.489 -2.086 -1.502  0.3838
F -1.829 -2.078 -1.767  -0.3607
H 0.024 -1.983 -2.460  0.1275
N 0.074 0.756 -1.537  -0.3462
C -0.196 1.528 -2.342  0.4396
C -0.598 2.451 -3.357  -0.1287
C -1.825 2.247 -3.990  -0.1602
C -2.231 3.136 -4.969  -0.2059
C -1.419 4.209 -5.314  -0.1659
C -0.198 4.405 -4.681  -0.2095
C 0.219 3.528 -3.696  -0.1679
H -2.442 1.405 -3.707  0.2428
H -3.181 2.991 -5.464  0.2298
H -1.741 4.900 -6.082  0.2242
H 0.428 5.243 -4.955  0.2268
H 1.165 3.668 -3.192  0.2292